# 1
{
  "formula": "C28H64O8",
  "method": "ωB97M-V/def2-TZVPD",
  "total_energy_ev": -46439.6781,
  "gap_ha": 0.325,
  "max_force_ha_per_bohr": 0.18824,
  "charge": 0,
  "elements": ["C", "C", "C", "O", "C", "H", "H", "H", "H", "H", "H", "H", "H", "C", "C", "C", "O", "C", "H", "H", "H", "H", "H", "H", "H", "H", "C", "C", "C", "O", "C", "H", "H", "H", "H", "H", "H", "H", "H", "C", "C", "C", "O", "C", "H", "H", "H", "H", "H", "H", "H", "H", "C", "C", "C", "O", "H", "H", "H", "H", "H", "H", "H", "H", "C", "C", "C", "O", "H", "H", "H", "H", "H", "H", "H", "H", "C", "C", "C", "O", "H", "H", "H", "H", "H", "H", "H", "H", "C", "C", "C", "O", "H", "H", "H", "H", "H", "H", "H", "H"],
  "xyz": [[2.80580, 2.57462, 2.99062], [4.24337, 2.08344, 2.67712], [3.97317, 1.17194, 1.45367], [2.94408, 1.85281, 0.82613], [2.24677, 2.78624, 1.57273], [2.77016, 3.44825, 3.64147], [2.12776, 1.83064, 3.40878], [4.68901, 1.55238, 3.51824], [4.85607, 2.96558, 2.49125], [3.72161, 0.20035, 1.87891], [4.83239, 1.03463, 0.79719], [1.18545, 2.53790, 1.56753], [2.49976, 3.78195, 1.20852], [-4.03031, 0.11008, -0.47198], [-3.90863, -1.16631, 0.36745], [-2.71634, -0.89653, 1.20605], [-2.71575, 0.57076, 1.38489], [-3.74005, 1.22218, 0.49764], [-5.02558, 0.25683, -0.89150], [-3.38820, 0.05398, -1.35098], [-3.92039, -2.08867, -0.21326], [-4.77613, -1.37245, 0.99438], [-1.84576, -1.13287, 0.59422], [-2.62636, -1.41658, 2.15976], [-3.42212, 2.12856, -0.01763], [-4.70932, 1.41843, 0.95601], [-1.25368, 2.74223, 2.18218], [-0.32200, 3.69236, 2.82954], [-0.89414, 4.97373, 2.29774], [-2.29019, 4.72487, 2.43273], [-2.63347, 3.38956, 2.27836], [-1.13573, 1.79335, 2.70546], [-1.00489, 2.55663, 1.13731], [0.73310, 3.51729, 2.61926], [-0.46704, 3.42140, 3.87531], [-0.69703, 5.18951, 1.24765], [-0.64354, 5.90243, 2.81039], [-3.21291, 3.32504, 1.35739], [-3.19423, 2.88204, 3.06326], [2.43589, 2.62799, -1.97358], [2.75899, 3.85152, -1.17190], [4.28334, 3.73228, -1.21349], [4.54135, 3.36839, -2.57123], [3.55103, 2.44032, -2.99912], [1.49096, 2.62285, -2.51690], [2.42968, 1.81600, -1.24644], [2.41085, 3.89582, -0.13994], [2.43979, 4.75018, -1.69974], [4.67091, 2.99234, -0.51322], [4.69149, 4.73581, -1.09335], [4.04149, 1.46927, -2.93124], [3.26485, 2.57952, -4.04163], [-1.44309, -1.82984, -3.09046], [-1.69327, -0.53852, -3.83355], [-2.96245, 0.31427, -3.38775], [-0.58711, 0.26975, -3.57372], [-1.31189, -1.64022, -2.02512], [-0.48679, -2.20354, -3.45644], [-2.22896, -2.56434, -3.26658], [-1.61382, -0.83269, -4.88009], [-2.76948, 1.31888, -3.01141], [-3.62056, -0.10611, -2.62732], [-3.52510, 0.45983, -4.30989], [-0.45014, 0.22761, -2.62448], [0.25069, 1.22524, 0.46744], [0.58405, 0.19192, -0.63600], [0.43191, -1.24031, -0.15454], [-0.37546, 0.45300, -1.61731], [-0.64729, 0.93269, 1.01163], [0.05488, 2.20824, 0.03912], [1.16945, 1.10568, 1.04162], [1.53575, 0.35249, -1.14254], [0.65319, -1.95018, -0.95154], [-0.59955, -1.35952, 0.17710], [1.11659, -1.38014, 0.68198], [-1.17874, 0.68429, -1.14524], [1.50140, -6.04761, 1.29197], [1.04913, -4.63346, 1.82281], [1.27042, -3.55052, 0.77139], [-0.30790, -4.69270, 1.90966], [1.29286, -6.74737, 2.10126], [2.56456, -6.26855, 1.38670], [0.91562, -6.35159, 0.42446], [1.52283, -4.33225, 2.75715], [0.80412, -3.74340, -0.19477], [2.33856, -3.48560, 0.56416], [0.94336, -2.54778, 1.04644], [-0.58546, -5.60616, 1.80894], [-0.33740, -4.06711, -1.95721], [-1.28417, -4.52053, -0.88766], [-2.34652, -3.50631, -0.51228], [-1.90235, -5.71569, -1.15600], [-0.35413, -4.67395, -2.86251], [0.69318, -4.15556, -1.61343], [-0.40215, -3.01958, -2.25146], [-0.65188, -4.71142, -0.02056], [-3.09735, -3.44116, -1.29975], [-1.87947, -2.55529, -0.25632], [-2.81477, -3.78795, 0.43086], [-1.30082, -6.43807, -0.96124]],
  "forces_ev_per_angstrom": [[0.1, 0.0, -0.3], [-0.6, -0.3, 0.7], [1.2, 1.1, 2.1], [-0.4, -1.1, -2.4], [1.4, 0.5, 2.4], [0.1, 0.0, -0.1], [0.5, -0.4, 0.5], [0.0, -0.1, 0.0], [0.1, -0.1, -0.4], [-0.5, -0.3, -0.4], [-0.1, 0.2, -0.2], [1.2, 0.9, -0.4], [-0.4, 0.0, 0.8], [-0.7, -0.6, -0.1], [-1.9, -0.5, -0.2], [0.3, 1.5, -0.6], [-1.1, 0.5, -0.2], [0.5, -2.3, -0.3], [-0.2, -0.2, -0.1], [0.3, 0.2, 1.6], [0.5, 0.6, -0.1], [-0.3, 0.7, 0.3], [-0.6, 0.4, 0.8], [-0.2, 0.3, 0.1], [0.6, -0.2, 0.4], [0.4, 0.3, 1.0], [-0.2, -1.8, -0.8], [0.8, 0.3, 0.2], [-0.7, 0.4, 0.9], [-1.2, 2.4, 1.0], [1.3, -0.9, -0.7], [-0.6, -0.1, -0.2], [-0.7, 0.9, 1.0], [-1.0, 0.6, 0.4], [0.1, 1.3, 0.5], [0.5, -0.5, -0.3], [-0.2, -0.1, 0.4], [0.1, -0.2, 0.2], [-0.3, 0.8, 0.5], [-1.4, -1.4, -0.4], [0.7, 0.4, -0.4], [-0.6, 1.2, -1.2], [0.8, 0.6, -0.2], [0.7, -0.1, 1.0], [-0.3, 0.1, 0.3], [0.1, 0.1, -0.5], [-0.3, 0.0, -1.6], [0.2, 0.2, 0.0], [0.1, 0.1, 0.1], [0.6, -0.3, 0.3], [-0.4, -0.5, -0.1], [0.0, 0.4, 0.1], [-0.9, 1.0, -0.7], [0.4, 1.1, 1.0], [-0.3, -1.0, -1.7], [-0.4, -0.2, -8.5], [-0.5, 0.0, -0.2], [-0.4, 0.4, -0.6], [0.1, -0.2, 0.2], [-1.0, 0.5, -0.4], [0.8, 0.0, -0.2], [0.1, -0.6, -1.6], [-0.4, 0.1, 0.1], [0.3, -0.8, -2.9], [1.4, -3.2, -1.4], [-0.5, 0.2, 0.9], [0.6, 2.3, -0.7], [-0.1, 1.9, 9.5], [0.4, -0.6, -0.3], [0.9, -0.2, -0.3], [-0.9, 0.2, 0.3], [0.0, -0.1, 0.4], [0.1, 0.3, 0.2], [1.1, -0.3, -0.1], [-0.2, 1.3, -0.8], [-0.5, 0.2, -0.2], [0.3, 0.5, 2.5], [1.7, -0.5, -2.7], [1.5, -0.6, 0.6], [-2.8, -0.3, 1.6], [-1.1, -0.2, 0.2], [0.4, 0.6, -1.5], [0.7, 0.1, -0.3], [0.1, -0.3, 0.2], [0.3, -0.2, 1.1], [0.3, 0.3, 0.0], [0.1, -2.5, 1.2], [-0.3, 0.0, 0.4], [1.3, 0.0, -1.0], [0.9, 1.0, 1.2], [0.7, -0.6, 0.5], [-1.4, -2.0, -0.7], [-0.5, 0.0, -0.1], [0.1, -0.5, -0.4], [0.1, -1.7, 0.8], [-0.6, 0.5, -0.1], [0.1, 0.2, 0.0], [-0.2, -0.5, -0.8], [-0.2, -0.4, -0.1], [0.0, 0.0, -0.2]]
}

---

# 2
{
  "formula": "C28H65BN3O8",
  "method": "ωB97M-V/def2-TZVPD",
  "total_energy_ev": -51607.8064,
  "gap_ha": 0.280,
  "max_force_ha_per_bohr": 0.02777,
  "charge": 1,
  "elements": ["C", "C", "C", "C", "C", "C", "C", "C", "C", "C", "C", "C", "C", "C", "C", "C", "O", "C", "N", "C", "N", "C", "O", "O", "C", "C", "O", "C", "O", "B", "O", "O", "C", "H", "H", "H", "H", "H", "H", "H", "H", "H", "H", "H", "H", "H", "H", "H", "H", "H", "H", "H", "H", "H", "H", "H", "H", "H", "H", "H", "H", "H", "H", "H", "H", "H", "H", "H", "H", "H", "H", "H", "H", "H", "H", "H", "H", "H", "H", "H", "H", "H", "H", "H", "C", "N", "C", "C", "C", "C", "O", "H", "H", "H", "H", "H", "H", "H", "H", "H", "H", "H", "H", "H", "H"],
  "xyz": [[2.10727, 3.99081, 1.34971], [1.19760, 2.82193, 0.99507], [1.70035, 1.52966, 1.61044], [0.77330, 0.30725, 1.50173], [0.01931, 0.18204, 0.16761], [-0.11630, -1.31006, -0.25379], [-1.49032, -1.74051, -0.77354], [-1.44175, -3.06801, -1.63860], [-0.11344, -3.80323, -1.88624], [0.46706, -4.61242, -0.72429], [1.84241, -5.22331, -1.11598], [2.90328, -5.11382, -0.01434], [3.39356, -3.67853, 0.21307], [4.83000, -3.72115, 0.71581], [5.30908, -2.43268, 1.36789], [6.80174, -2.53270, 1.71004], [7.50701, -1.30469, 1.64521], [7.00323, -0.31704, 2.51688], [-1.98538, -0.73302, -1.74659], [-1.11451, -0.37252, -2.83866], [-0.65567, 1.04894, -2.82957], [-2.96244, 0.22972, -1.43606], [-3.66854, 0.57043, -2.67425], [-3.59347, 1.96916, -2.81830], [-2.47267, -2.01506, 0.38647], [-2.56661, -0.88384, 1.43662], [-3.71941, -2.38713, -0.21656], [-4.86057, -2.33007, 0.54859], [-5.49662, -1.05646, 0.50823], [-1.97118, -3.25534, 1.31054], [-2.51000, -4.51947, 1.12527], [-1.05305, -3.04834, 2.29139], [-0.53990, -4.19368, 2.98251], [3.13296, 3.78705, 1.07238], [2.02105, 4.28345, 2.38958], [1.79764, 4.83411, 0.74071], [0.15572, 3.03123, 1.22407], [1.26987, 2.72101, -0.08521], [2.68502, 1.26448, 1.25011], [1.82240, 1.72639, 2.67470], [1.37755, -0.57447, 1.69080], [0.07433, 0.37120, 2.32880], [-0.93707, 0.66665, 0.30150], [0.60138, 0.72020, -0.56278], [0.64790, -1.42630, -1.00522], [0.22356, -1.88878, 0.59019], [-1.83566, -2.84941, -2.61848], [-2.13396, -3.81813, -1.26808], [-0.33073, -4.53963, -2.65664], [0.65463, -3.18431, -2.33078], [-0.19350, -5.46367, -0.58147], [0.59097, -4.04258, 0.18385], [2.21115, -4.70789, -1.99635], [1.68217, -6.25164, -1.42117], [3.75432, -5.71389, -0.32079], [2.45424, -5.48907, 0.89712], [2.76753, -3.21660, 0.96863], [3.33345, -3.10732, -0.70586], [5.46651, -3.91082, -0.14550], [4.98145, -4.52989, 1.42661], [5.18462, -1.60220, 0.67624], [4.72816, -2.22721, 2.26187], [7.26838, -3.18772, 0.98782], [6.91882, -2.96147, 2.70537], [7.83216, 0.26851, 2.89426], [6.32322, 0.34854, 1.99924], [6.49681, -0.74689, 3.37836], [-1.66608, -0.50445, -3.76485], [-0.27604, -1.04079, -2.93708], [-0.93975, 1.46570, -3.70822], [0.35701, 1.02025, -2.89360], [-2.57015, 1.18903, -1.08277], [-3.73067, -0.08548, -0.75012], [-4.49977, 2.30460, -2.85618], [-3.01040, 0.04128, 1.08410], [-1.59631, -0.70109, 1.85655], [-3.15518, -1.20360, 2.29001], [-5.56360, -3.03181, 0.12306], [-4.73164, -2.60398, 1.59719], [-5.36081, -0.61963, 1.36070], [-1.90980, -5.04207, 0.57046], [0.25073, -3.88274, 3.65395], [-1.30675, -4.66570, 3.57713], [-0.11120, -4.88982, 2.27472], [-1.69270, 4.76103, -1.88152], [-2.69699, 5.64402, -1.18528], [-3.87842, 4.80447, -0.81813], [-3.13326, 6.72304, -2.11499], [-2.14239, 6.20970, 0.10315], [-0.94870, 7.12932, -0.00374], [0.13639, 6.42413, -0.58615], [-2.21192, 4.16590, -2.63131], [-0.95429, 5.38151, -2.36904], [-1.23713, 4.10450, -1.14659], [-4.30279, 4.38717, -1.72471], [-4.61200, 5.42664, -0.31050], [-3.53617, 4.00676, -0.16429], [-2.26538, 7.29226, -2.43214], [-3.84377, 7.36538, -1.59932], [-3.60103, 6.26025, -2.97971], [-1.88087, 5.34389, 0.71098], [-2.96402, 6.74471, 0.57851], [-0.68478, 7.44195, 1.01039], [-1.17295, 8.03171, -0.58101], [0.89313, 7.02227, -0.62991]],
  "forces_ev_per_angstrom": [[-0.7, 0.3, -0.4], [1.0, -0.2, -0.6], [-0.7, -0.2, 0.8], [0.2, 0.5, -0.1], [0.4, -0.7, 0.9], [0.1, 1.1, 0.3], [-0.2, -0.6, -1.1], [0.8, -0.5, 0.1], [-0.4, -0.2, 0.4], [0.7, -0.3, -1.0], [-0.3, 0.4, 0.4], [-0.6, 0.3, -1.0], [0.1, -0.9, 0.6], [0.0, 0.7, 0.0], [0.5, -0.1, -0.2], [-0.4, 0.4, 0.0], [-0.1, -0.2, 0.0], [0.2, -0.1, 0.0], [0.0, 0.0, 0.7], [-0.6, 0.7, -0.7], [0.5, -0.5, -0.1], [-0.4, 0.8, -0.3], [-0.1, -0.5, 0.2], [0.4, 1.3, -0.3], [0.3, 0.2, 1.2], [-0.7, 0.1, -0.2], [0.2, 0.3, -0.2], [-0.7, 0.0, 0.2], [0.2, 0.2, 0.3], [0.1, -0.4, -0.5], [0.4, 0.0, -0.3], [0.1, 0.0, 0.0], [0.2, 0.3, 0.1], [0.3, -0.2, 0.2], [0.2, 0.0, 0.3], [0.0, 0.4, 0.0], [-0.2, 0.0, 0.3], [-0.3, 0.0, -0.3], [0.3, 0.2, -0.4], [0.2, 0.0, 0.2], [0.1, -0.2, 0.0], [-0.3, -0.1, 0.2], [-0.2, 0.2, -0.4], [-0.1, 0.2, -0.5], [0.1, -0.5, -0.4], [-0.2, -0.5, 0.2], [-0.2, 0.3, -0.2], [-0.2, 0.1, 0.3], [0.0, -0.1, -0.3], [0.2, 0.5, 0.0], [-0.3, 0.0, 0.5], [-0.2, 0.3, 0.4], [0.1, 0.1, -0.3], [0.1, -0.3, 0.0], [0.1, -0.3, 0.2], [0.3, -0.4, 0.4], [-0.3, 0.4, 0.1], [0.0, 0.3, -0.2], [0.2, -0.2, -0.1], [-0.1, -0.3, 0.0], [-0.1, 0.2, -0.1], [-0.2, 0.1, 0.1], [0.3, -0.1, -0.1], [0.1, -0.2, 0.2], [0.2, 0.1, 0.0], [-0.3, 0.2, -0.1], [-0.1, -0.2, 0.1], [-0.2, -0.1, -0.2], [0.3, -0.3, 0.4], [-0.2, 0.1, 0.1], [0.0, 0.2, 0.2], [0.2, 0.2, -0.1], [0.1, -0.6, 0.1], [-0.3, -0.8, 0.0], [0.1, 0.2, -0.1], [0.4, 0.1, 0.0], [-0.3, -0.2, 0.2], [-0.1, -0.2, -0.3], [0.4, -0.2, 0.1], [0.0, -0.1, -0.3], [-0.4, -0.2, 0.2], [0.1, 0.3, 0.0], [-0.3, -0.2, 0.0], [0.0, -0.3, -0.1], [-0.2, -0.1, -0.2], [0.2, -0.1, -0.1], [0.1, 0.1, 0.1], [0.0, 0.0, 0.1], [0.0, -0.1, 0.1], [0.3, 0.0, -0.3], [0.0, 0.2, 0.0], [-0.1, -0.1, 0.1], [0.2, 0.0, 0.2], [0.1, 0.0, 0.0], [0.0, 0.0, 0.0], [0.0, 0.0, 0.0], [-0.1, -0.1, 0.0], [0.0, 0.0, 0.0], [0.0, 0.0, 0.0], [0.0, 0.0, 0.0], [0.0, 0.0, 0.0], [0.0, 0.0, 0.0], [-0.2, 0.0, 0.1], [-0.1, 0.0, 0.0], [0.0, -0.2, 0.0]]
}